# C24H44ClN2O6

A structure of composition C24H44ClN2O6 (ωB97M-V with the def2-TZVPD basis set, the OMol25 dataset).

```
77
Properties=species:S:1:pos:R:3
H -1.200 -2.222 3.255
H 0.027 1.748 1.086
H 0.322 3.849 -4.486
C 1.577 -2.899 -0.550
H -3.163 -0.693 2.079
H -0.870 -0.104 -2.494
C -2.843 1.323 0.873
H 1.354 4.803 6.264
C 0.682 1.137 1.444
H -0.116 -5.314 1.334
C -1.286 -2.694 2.339
H -2.820 0.479 3.323
H 1.218 1.149 -4.026
H -1.697 -1.928 1.830
O 0.243 2.509 -5.772
H 0.412 -0.942 1.799
H -6.087 -1.378 4.896
C 0.942 2.379 4.627
O 1.820 3.504 4.483
O -3.988 1.007 1.634
C 0.395 2.169 3.428
H 4.438 -0.766 -3.470
H -0.198 3.256 -7.596
H -0.453 1.466 3.542
C -3.680 0.025 2.664
C 1.732 -3.654 -3.171
H 1.781 3.071 -4.774
C 0.728 2.917 -4.526
H -2.294 0.630 0.240
H 0.094 2.577 5.364
H 2.057 -3.946 -5.208
H -4.758 -2.055 6.012
C 0.887 -4.174 -0.202
H 1.783 -0.870 0.101
C 2.171 4.174 5.744
Cl -1.017 0.908 0.146
H 4.207 -2.528 -6.707
H 1.287 3.799 -7.173
C 3.245 -1.775 -2.160
H 5.455 -2.379 -5.587
C 0.194 3.561 -6.662
H -0.011 0.376 1.686
H -0.496 1.336 -1.149
H 4.476 -3.709 -5.695
C -4.725 -0.427 3.156
H -5.314 0.405 3.558
H -0.119 2.899 3.094
O -0.716 1.918 -3.274
H -2.201 1.787 1.549
C 2.211 -2.809 -1.964
O -4.320 -1.395 4.138
H -4.986 -0.413 5.746
N -0.028 -2.949 1.663
C 0.175 -4.197 1.006
H -1.850 -3.632 2.346
H 2.841 4.946 5.384
H -2.083 1.055 -2.110
C 0.621 1.991 -3.602
H -5.556 -0.839 2.556
O 1.302 1.571 2.599
H -3.095 2.013 0.158
H 1.378 2.247 -2.806
H 0.893 -5.050 -0.751
C 1.378 -1.765 0.312
C -0.943 1.071 -2.170
H 2.279 3.443 6.414
H 1.381 0.920 0.910
H 0.789 -4.285 -2.918
H 3.598 -1.213 -1.266
H 1.503 1.585 5.017
C 3.761 -1.597 -3.398
C -5.092 -1.419 5.285
C 2.354 -3.446 -4.330
H -0.322 4.443 -6.403
C 4.406 -2.719 -5.481
N 3.318 -2.428 -4.478
C 0.637 -1.818 1.300
```

Relative energy (zero: lowest compared OMol25 entry of this formula, charge and spin) = 326.4 kcal per mole
HOMO = -0.0852 hartree
Net charge = -1